{"formula": "C25H34N4OS", "method": "ωB97M-V/def2-TZVPD", "symbols": ["C", "C", "C", "C", "S", "C", "N", "N", "C", "C", "N", "C", "O", "C", "C", "C", "C", "C", "C", "C", "C", "C", "C", "N", "C", "C", "C", "C", "C", "C", "C", "H", "H", "H", "H", "H", "H", "H", "H", "H", "H", "H", "H", "H", "H", "H", "H", "H", "H", "H", "H", "H", "H", "H", "H", "H", "H", "H", "H", "H", "H", "H", "H", "H", "H"], "xyz": [[5.3044, 4.5166, -2.0587], [4.4206, 5.3439, -1.1340], [3.5611, 4.4509, -0.2418], [2.6604, 5.2831, 0.6529], [1.6933, 4.2531, 1.8010], [0.5294, 3.6102, 0.6849], [0.4787, 3.8305, -0.6010], [-0.5804, 3.1622, -1.0817], [-1.1655, 2.5420, -0.0996], [-2.3703, 1.6804, -0.1989], [-2.0226, 0.2738, -0.1619], [-2.4617, -0.5866, -1.1109], [-3.2328, -0.2395, -1.9812], [-1.9515, -2.0270, -1.0310], [-1.0331, -2.3336, 0.1511], [-0.6001, -3.8012, 0.0969], [-1.8284, -4.7060, 0.1683], [-2.7431, -4.4064, -1.0182], [-1.9930, -4.6684, -2.3229], [-0.7614, -3.7669, -2.3883], [0.1557, -4.0663, -1.2036], [-1.1946, -2.3038, -2.3388], [-3.1805, -2.9452, -0.9634], [-0.4950, 2.7938, 1.0753], [-0.7678, 2.3066, 2.4007], [-0.2635, 0.8993, 2.6188], [0.9937, 0.5224, 2.1613], [1.4656, -0.7579, 2.3905], [0.6914, -1.6706, 3.0869], [-0.5627, -1.3022, 3.5431], [-1.0407, -0.0248, 3.3054], [5.9086, 5.1644, -2.6891], [4.6940, 3.8846, -2.6993], [5.9715, 3.8793, -1.4819], [3.7687, 5.9841, -1.7313], [5.0453, 5.9893, -0.5112], [2.9360, 3.8104, -0.8665], [4.2051, 3.8177, 0.3740], [3.2367, 5.9490, 1.2961], [1.9428, 5.8558, 0.0676], [-2.8595, 1.8574, -1.1602], [-3.0704, 1.9186, 0.6135], [-1.3767, -0.0279, 0.5493], [-0.1391, -1.7040, 0.1178], [-1.5530, -2.1518, 1.0959], [0.0565, -4.0067, 0.9507], [-2.3639, -4.5338, 1.1052], [-1.5192, -5.7534, 0.1470], [-3.6287, -5.0498, -0.9693], [-2.6468, -4.4641, -3.1730], [-1.6905, -5.7170, -2.3747], [-0.2221, -3.9507, -3.3241], [0.4819, -5.1083, -1.2374], [1.0460, -3.4347, -1.2521], [-1.8463, -2.0695, -3.1819], [-0.3201, -1.6505, -2.3993], [-3.8424, -2.7116, -1.7986], [-3.7286, -2.7529, -0.0369], [-1.8465, 2.3523, 2.5807], [-0.2686, 2.9833, 3.1045], [1.6077, 1.2351, 1.6307], [2.4436, -1.0399, 2.0308], [1.0643, -2.6662, 3.2735], [-1.1716, -2.0100, 4.0854], [-2.0204, 0.2591, 3.6628]], "atomic_forces_ev_per_a": [[-0.1, 0.2, 0.1], [0.0, -0.3, 0.0], [0.1, 0.3, -0.1], [-0.2, -0.4, 0.0], [0.2, 0.2, 0.3], [0.0, 0.0, 0.0], [0.8, 0.5, 0.5], [-1.1, -0.6, -0.6], [0.0, 0.0, 0.1], [-0.1, -0.1, 0.0], [0.2, 0.2, 0.3], [0.2, -0.3, 0.3], [-0.3, 0.1, -0.4], [-0.2, 0.3, -0.2], [0.0, -0.1, 0.0], [0.2, 0.0, 0.2], [0.0, 0.0, 0.0], [-0.2, -0.1, 0.1], [0.0, 0.0, 0.0], [0.2, 0.0, -0.2], [0.0, 0.0, 0.0], [0.0, -0.1, -0.1], [0.0, -0.1, -0.1], [0.3, 0.4, -0.6], [0.0, -0.1, 0.3], [-0.1, -0.1, 0.1], [0.0, 0.0, 0.0], [0.1, 0.0, 0.0], [0.0, -0.1, 0.1], [0.0, -0.1, 0.1], [0.0, 0.1, 0.0], [0.1, 0.0, -0.1], [0.0, -0.1, -0.1], [0.1, -0.1, 0.0], [0.0, 0.1, 0.0], [0.0, 0.1, 0.0], [0.1, 0.0, 0.1], [0.0, 0.0, 0.0], [-0.1, 0.0, 0.0], [0.1, 0.1, 0.0], [0.0, 0.1, 0.2], [0.0, 0.0, -0.2], [0.0, -0.2, -0.1], [0.0, 0.1, 0.0], [0.0, 0.1, 0.0], [0.0, 0.0, 0.0], [0.0, 0.0, 0.1], [0.0, -0.1, 0.0], [0.0, 0.0, 0.0], [0.0, 0.0, -0.1], [0.0, -0.1, 0.0], [0.0, 0.0, 0.1], [0.1, 0.0, 0.0], [0.1, 0.0, 0.0], [0.0, 0.0, 0.0], [0.0, 0.1, 0.0], [0.0, 0.0, 0.0], [-0.1, 0.0, 0.0], [0.2, 0.0, 0.0], [-0.2, 0.0, -0.1], [0.1, 0.1, -0.1], [0.1, 0.0, 0.0], [0.0, -0.1, 0.0], [-0.1, -0.1, 0.0], [-0.1, 0.0, 0.0]], "mulliken_charge": [-1.29, -0.48, -0.53, -0.71, -0.18, 0.46, -0.35, -0.92, 0.91, -1.26, 0.20, -0.82, -0.72, 3.21, -2.48, 0.32, -1.55, 0.49, -1.40, 0.48, -1.53, -1.74, -1.63, 0.33, -1.62, 0.44, 0.24, -0.99, -0.19, -0.89, -0.07, 0.38, 0.33, 0.32, 0.34, 0.31, 0.36, 0.29, 0.52, 0.36, 0.48, 0.30, 0.02, 0.77, 0.74, 0.21, 0.43, 0.55, 0.26, 0.52, 0.54, 0.25, 0.55, 0.44, 0.52, 0.52, 0.49, 0.50, 0.34, 0.58, 0.38, 0.43, 0.47, 0.39, 0.37], "smiles": "CCCCSc1nnc(CNC(=O)[C@]23C[C@H]4C[C@H](C[C@H](C4)C2)C3)n1Cc1ccccc1", "relative_energy_kcal_mol": 0.0, "e_homo_ev": -8.4504, "lumo_energy_ev": 0.49, "orbital_gap_ev": 8.9, "charge": 0}